# 1
Formula: C4H8FP
Source: OMol25
Level of theory: the ωB97M-V functional and the def2-TZVPD basis

Positions of all 14 atoms, in Å:
C  -1.104  -0.401  0.870
C  -0.623  1.018  0.552
C  -0.552  -0.857  -0.474
C  0.194  0.463  -0.609
F  2.949  -0.582  0.746
P  2.140  0.478  -0.333
H  -0.749  -0.782  1.776
H  -2.189  -0.501  0.803
H  -1.333  1.720  0.240
H  -0.165  1.452  1.473
H  0.042  -1.762  -0.562
H  -1.361  -0.794  -1.295
H  0.440  0.929  -1.701
H  2.313  -0.381  -1.486

Properties
* Kohn-Sham gap: 9.71 eV
* spin multiplicity: 1
* SMILES: FPC1CCC1
* energy above the lowest of the compared OMol25 structures with the same formula, charge and spin: 8.40 kcal per mole

# 2
Formula: C4H8GaO2
Source: OMol25
Level of theory: the ωB97M-V functional and the def2-TZVPD basis

Positions of all 15 atoms, in Å:
C  -0.494  0.325  -1.724
C  -0.261  -0.780  -0.769
C  0.382  -0.648  0.428
C  0.249  -1.677  1.395
O  0.752  -1.604  2.539
Ga  0.933  -2.412  3.812
H  -1.135  -0.023  -2.548
H  -1.086  1.112  -1.232
H  0.547  0.405  -2.156
H  -0.852  -1.687  -0.933
H  1.063  0.181  0.630
H  -0.307  -2.588  1.116
H  0.577  2.693  0.233
O  0.155  3.050  -0.559
H  -0.523  3.651  -0.233

Properties
* Kohn-Sham gap (alpha / beta): 5.08 / 7.31 eV
* spin multiplicity: 1
* energy above the lowest of the compared OMol25 structures with the same formula, charge and spin: 0.00 kcal per mole
* total charge: +3

# 3
Formula: C4H8HgO3
Source: OMol25
Level of theory: the ωB97M-V functional and the def2-TZVPD basis

Positions of all 16 atoms, in Å:
C  0.016  -2.153  0.521
H  -0.786  -2.206  1.269
H  0.667  -2.964  0.889
H  0.132  -2.530  -0.513
O  1.285  -0.931  1.203
C  2.227  -0.352  0.271
H  2.958  0.246  0.848
H  2.679  -1.132  -0.379
O  -0.903  2.043  -0.163
C  -1.993  1.532  -0.387
C  -2.118  0.051  -0.542
O  -0.875  -0.529  -0.665
Hg  0.626  0.693  -0.489
H  -2.917  2.128  -0.282
H  -2.752  -0.124  -1.437
H  -2.708  -0.312  0.327

Properties
* Kohn-Sham gap: 7.80 eV
* spin multiplicity: 1
* energy above the lowest of the compared OMol25 structures with the same formula, charge and spin: 25.74 kcal per mole

# 4
Formula: C4H8IN2
Source: OMol25
Level of theory: the ωB97M-V functional and the def2-TZVPD basis

Positions of all 15 atoms, in Å:
C  2.877  -0.391  0.522
C  0.520  -0.621  -0.011
C  -0.367  0.694  -0.042
C  -1.809  0.382  -0.213
N  0.010  1.862  0.093
N  1.893  -0.434  -0.320
I  4.807  0.070  -0.029
H  0.407  -1.042  0.992
H  0.076  -1.306  -0.736
H  -2.146  -0.289  0.575
H  -2.374  1.306  -0.170
H  -1.992  -0.101  -1.171
H  2.682  -0.577  1.574
H  0.968  2.152  0.234
H  2.102  -0.252  -1.304

Properties
* Kohn-Sham gap: 8.21 eV
* spin multiplicity: 1
* SMILES: [H]/N=C(/C)C/[NH+]=C/I
* energy above the lowest of the compared OMol25 structures with the same formula, charge and spin: 36.72 kcal per mole
* total charge: +1

# 5
Formula: C4H8IN2
Source: OMol25
Level of theory: the ωB97M-V functional and the def2-TZVPD basis

Positions of all 15 atoms, in Å:
C  -0.263  0.505  -0.398
C  1.558  2.353  -0.014
C  0.996  0.859  -0.185
C  -0.733  -0.900  -0.664
N  2.767  2.446  0.243
N  -0.304  -1.862  0.396
I  2.645  -0.472  -0.067
H  -1.020  1.275  -0.447
H  0.801  3.122  -0.151
H  -0.303  -1.248  -1.606
H  -1.820  -0.922  -0.747
H  3.162  3.375  0.350
H  -0.749  -1.668  1.297
H  0.751  -1.745  0.491
H  -0.512  -2.830  0.127

Properties
* Kohn-Sham gap: 9.54 eV
* spin multiplicity: 1
* SMILES: [H]/N=C/C(I)=C/C[NH3+]
* energy above the lowest of the compared OMol25 structures with the same formula, charge and spin: 33.49 kcal per mole
* total charge: +1

# 6
Formula: C4H8IN2
Source: OMol25
Level of theory: the ωB97M-V functional and the def2-TZVPD basis

Positions of all 15 atoms, in Å:
C  -0.558  1.807  -0.010
C  -1.690  0.908  0.066
C  -0.627  0.593  -0.867
C  0.975  -0.779  0.344
N  0.080  2.792  0.331
N  0.729  -2.188  0.087
I  2.884  0.074  -0.083
H  -1.908  0.311  0.954
H  -2.623  1.160  -0.406
H  -0.662  0.246  -1.873
H  0.456  -0.358  1.197
H  0.930  2.901  -0.053
H  1.083  -2.480  -0.737
H  1.220  -2.727  0.939
H  -0.289  -2.260  0.113

Properties
* Kohn-Sham gap (alpha / beta): 7.13 / 6.19 eV
* spin multiplicity: 3
* energy above the lowest of the compared OMol25 structures with the same formula, charge and spin: 86.03 kcal per mole
* expectation value of S²: 2.017
* total charge: +1

# 7
Formula: C4H8IN2OP
Source: OMol25
Level of theory: the ωB97M-V functional and the def2-TZVPD basis

Positions of all 17 atoms, in Å:
C  2.501  -0.218  0.671
C  1.336  0.419  -0.042
N  1.072  1.659  -0.034
C  0.358  -0.471  -0.804
P  -1.314  -0.003  -0.227
O  -2.791  -0.907  -0.039
C  -3.679  -0.194  0.618
N  -4.415  0.483  1.202
H  3.301  -0.427  -0.042
H  2.182  -1.166  1.109
H  2.850  0.446  1.461
H  1.772  2.173  0.502
H  0.464  -0.298  -1.867
H  0.575  -1.507  -0.549
H  -1.044  0.188  1.132
H  -1.580  1.228  -0.800
I  -1.813  -1.540  -2.385

Properties
* Kohn-Sham gap: 8.35 eV
* spin multiplicity: 1

# 8
Formula: C4H8KO3
Source: OMol25
Level of theory: the ωB97M-V functional and the def2-TZVPD basis

Positions of all 16 atoms, in Å:
O  0.455  -0.989  0.311
O  0.994  -1.037  2.475
C  1.106  -0.551  1.391
O  -1.486  1.434  1.314
C  -1.214  2.778  1.377
C  1.157  -0.969  -0.967
C  0.444  -1.890  -1.924
H  -0.868  3.209  0.410
H  -2.080  3.387  1.715
H  -0.401  2.930  2.119
H  1.139  0.068  -1.325
H  2.186  -1.287  -0.764
H  -0.594  -1.560  -2.079
H  0.947  -1.839  -2.899
H  0.461  -2.928  -1.569
K  -2.247  -0.755  0.415

Properties
* Kohn-Sham gap (alpha / beta): 5.88 / 5.67 eV
* spin multiplicity: 2
* energy above the lowest of the compared OMol25 structures with the same formula, charge and spin: 38.49 kcal per mole
* expectation value of S²: 0.753

# 9
Formula: C4H8KO7P
Source: OMol25
Level of theory: the ωB97M-V functional and the def2-TZVPD basis

Positions of all 21 atoms, in Å:
K  -9.337  19.109  -15.549
P  -7.366  21.129  -17.069
O  -5.866  20.807  -16.831
O  -7.236  22.451  -17.934
O  -7.896  21.642  -15.608
O  -8.156  19.987  -17.736
C  -5.092  13.910  -12.312
C  -5.344  14.593  -13.551
O  -6.278  15.603  -13.304
C  -6.893  16.331  -14.353
O  -8.014  16.881  -14.288
O  -6.066  16.459  -15.351
C  -6.452  17.275  -16.485
H  -5.056  14.595  -11.465
H  -4.220  13.257  -12.334
H  -5.845  13.164  -12.057
H  -5.763  14.019  -14.377
H  -4.438  15.044  -13.955
H  -6.837  18.262  -16.227
H  -7.267  16.727  -16.958
H  -5.608  17.445  -17.153

Properties
* Kohn-Sham gap (alpha / beta): 5.73 / 5.32 eV
* spin multiplicity: 2
* energy above the lowest of the compared OMol25 structures with the same formula, charge and spin: 0.00 kcal per mole
* expectation value of S²: 0.764
* total charge: -1

# 10
Formula: C4H8N
Source: OMol25
Level of theory: the ωB97M-V functional and the def2-TZVPD basis

Positions of all 13 atoms, in Å:
C  -2.721  -0.289  -0.032
C  -1.555  -0.028  -0.196
C  0.621  -1.247  0.078
C  -0.199  0.098  -0.631
N  0.368  1.302  0.218
H  -3.679  -0.430  0.418
H  0.179  -2.129  -0.306
H  1.625  -1.191  -0.183
H  0.720  -1.160  1.144
H  -0.056  0.175  -1.743
H  0.080  1.059  1.218
H  -0.102  2.198  0.126
H  1.342  1.456  0.034

Properties
* Kohn-Sham gap: 10.75 eV
* spin multiplicity: 1
* SMILES: C#C[C@H](C)[NH3+]
* energy above the lowest of the compared OMol25 structures with the same formula, charge and spin: 40.00 kcal per mole
* total charge: +1

# 11
Formula: C4H8N
Source: OMol25
Level of theory: the ωB97M-V functional and the def2-TZVPD basis

Positions of all 13 atoms, in Å:
C  -1.888  0.168  -1.437
C  -0.673  -0.149  -1.073
C  -0.359  0.147  0.479
C  2.094  -0.411  0.799
N  0.992  0.071  1.225
H  -2.004  0.120  -2.471
H  0.124  -0.416  -1.714
H  -0.832  1.186  0.616
H  -0.973  -0.383  1.118
H  2.945  -0.384  1.448
H  2.262  -0.762  -0.341
H  -2.707  0.511  -0.856
H  1.018  0.303  2.207

Properties
* Kohn-Sham gap: 9.18 eV
* spin multiplicity: 1
* SMILES: C=CC[NH+]=C
* energy above the lowest of the compared OMol25 structures with the same formula, charge and spin: 34.68 kcal per mole
* total charge: +1

# 12
Formula: C4H8N
Source: OMol25
Level of theory: the ωB97M-V functional and the def2-TZVPD basis

Positions of all 13 atoms, in Å:
C  -1.708  0.133  0.325
C  -0.930  1.084  -0.216
C  -0.743  -0.992  0.012
C  1.556  0.112  0.228
N  0.188  0.126  -0.504
H  -2.587  0.117  0.799
H  -0.841  2.052  -0.506
H  -0.129  -1.548  0.826
H  -0.833  -1.680  -0.734
H  1.358  -0.626  0.932
H  2.397  -0.078  -0.411
H  1.808  1.123  0.743
H  0.463  0.177  -1.494

Properties
* Kohn-Sham gap: 11.97 eV
* spin multiplicity: 1
* SMILES: C[N@@H+]1C=CC1
* energy above the lowest of the compared OMol25 structures with the same formula, charge and spin: 39.97 kcal per mole
* total charge: +1

One value per record, in order, for DFT total energy: -16282.2294, -60707.2476, -14587.3409, -15350.5143, -15350.6540, -15343.9989, -26692.2388, -26742.2421, -44226.7761, -5758.1297, -5758.3604, -5758.1309 eV.
One value per record, in order, for maximum force: 0.07810, 0.26780, 0.12239, 0.03700, 0.05603, 0.12223, 0.06483, 0.03442, 0.08121, 0.07018, 0.07851, 0.08566 hartree/bohr.